Record 1
DFT (ωB97M-V/def2-TZVPD) results for a cluster of 2 separate species, C21H25ClN2O2 in total.

Summary:
* electronic energy: -41762.2511 eV
* energy above the lowest of the compared OMol25 structures with the same formula, charge and spin: 467.6 kcal per mole
* gap between HOMO and LUMO: 7.30 eV
* largest force on an atom: 15.2 eV/A

Each line ends with the Mulliken charge.
CARTESIAN COORDINATES (ANGSTROEM)
1 C -2.45 -2.79 -3.14  -1.5007
2 C -1.27 -3.63 -3.33  -0.5061
3 H -0.70 -3.31 -4.30  0.3493
4 H -1.48 -4.59 -3.48  0.4100
5 C -0.48 -3.24 -2.08  0.0071
6 C -0.92 -3.80 -0.77  0.3860
7 N -1.10 -2.92 0.22  -0.2251
8 N -1.83 -3.25 1.09  0.0765
9 C -2.10 -2.36 2.10  -0.2183
10 O -2.55 -2.88 3.27  -0.7042
11 C -1.72 -1.00 1.80  0.9632
12 C -1.55 -0.09 2.91  -0.2720
13 C -1.61 1.26 2.99  -1.5367
14 C -1.49 1.72 1.63  1.2024
15 C -1.94 1.06 0.50  -2.2261
16 C -1.90 -0.35 0.80  0.4399
17 H -2.31 -0.96 -0.01  0.3594
18 H -1.91 1.49 -0.30  0.9397
19 C -1.43 3.17 1.41  -0.6731
20 O -0.81 3.66 0.31  -0.4039
21 C 0.32 3.47 -0.15  0.4894
22 C 1.46 2.66 0.70  -0.0222
23 C 2.64 2.35 0.19  0.8194
24 C 3.11 2.91 -0.92  0.3749
25 C 1.99 3.71 -2.05  -0.9806
26 C 0.74 3.84 -1.34  -0.2979
27 H -0.03 4.55 -1.76  0.2326
28 H 2.43 4.00 -2.85  0.6064
29 Cl 4.64 2.70 -1.47  -0.2225
30 C 3.50 1.56 1.14  -1.8803
31 H 3.03 1.22 1.86  0.6211
32 H 4.28 2.28 1.27  0.3326
33 H 3.87 0.69 0.48  0.3154
34 H 0.87 2.30 1.70  -0.0441
35 H -2.39 3.80 1.68  0.1899
36 H -0.63 3.55 2.20  0.4780
37 H -1.32 1.82 3.67  0.7162
38 H -1.32 -0.76 4.18  0.0773
39 H -1.91 -4.29 1.40  0.3067
40 C -1.05 -5.30 -0.79  -2.2007
41 H -0.65 -5.86 0.24  0.3274
42 H -2.03 -5.47 -0.45  0.6629
43 H -0.94 -5.76 -1.61  0.5658
44 C 1.05 -3.93 -2.23  -1.5248
45 H 1.00 -4.98 -2.66  0.3159
46 H 1.46 -3.66 -3.15  0.5224
47 H 1.64 -3.95 -1.36  0.3835
48 H -0.22 -2.34 -1.82  0.7108
49 H -3.08 -3.08 -2.47  0.5106
50 H -2.97 -2.77 -4.11  0.4543
51 H -2.29 -1.68 -3.13  0.2921


Record 2
DFT (ωB97M-V/def2-TZVPD) results for a structure of composition C21H25CoN5O5P.

Summary:
* electronic energy: -86773.5602 eV
* energy above the lowest of the compared OMol25 structures with the same formula, charge and spin: 9.6 kcal per mole
* gap between HOMO and LUMO: 6.81 eV
* largest force on an atom: 0.8 eV/A
* total charge: +2

Each line ends with the Mulliken charge.
CARTESIAN COORDINATES (ANGSTROEM)
1 Co -0.54 0.72 0.51  -0.1679
2 O 5.44 -4.62 0.43  -0.4500
3 C 4.10 -4.54 0.53  0.5133
4 O 3.42 -5.51 0.60  -0.5018
5 C 3.48 -3.16 0.56  0.4302
6 C 2.32 -3.01 1.31  -1.2543
7 C 1.64 -1.80 1.30  -0.0132
8 C 2.13 -0.75 0.53  0.6423
9 C 3.28 -0.90 -0.23  -0.4591
10 C 3.96 -2.11 -0.21  -0.9967
11 N 1.43 0.50 0.52  0.7229
12 C 2.05 1.61 0.47  -0.2668
13 C 1.27 2.81 0.23  0.3009
14 C 1.80 4.08 0.15  -0.9555
15 C 0.95 5.12 -0.23  -0.3597
16 C -0.37 4.83 -0.54  -0.8152
17 C -0.83 3.52 -0.40  -0.1449
18 N -0.03 2.54 0.00  0.9413
19 H 5.87 -3.76 0.49  0.3398
20 H 1.95 -3.85 1.87  0.4804
21 H 0.73 -1.70 1.86  0.0993
22 H 3.63 -0.10 -0.87  0.6079
23 H 4.83 -2.23 -0.84  0.4294
24 H 3.14 1.66 0.55  0.7087
25 H 2.84 4.25 0.35  0.5238
26 H 1.32 6.13 -0.31  0.4790
27 H -1.05 5.59 -0.88  0.4558
28 H -1.86 3.26 -0.62  0.5515
29 N -4.61 1.79 0.91  -0.3858
30 C -3.54 1.00 0.86  0.8844
31 O -2.38 1.53 0.74  -0.7600
32 C -3.72 -0.43 0.94  -0.4862
33 C -4.96 -1.08 0.84  -0.2673
34 N -5.99 -1.60 0.73  -0.3862
35 C -2.47 -0.98 1.08  0.7139
36 N -1.30 -0.97 1.15  -0.2892
37 H -4.50 2.79 0.85  0.2302
38 H -5.53 1.41 1.04  0.2300
39 C -1.19 1.74 3.34  -0.7201
40 O -0.22 1.10 2.46  -0.2255
41 H -0.75 1.81 4.34  0.3795
42 H -2.11 1.17 3.37  0.2613
43 H -1.37 2.73 2.94  0.2559
44 H 0.10 0.30 2.89  0.3800
45 C 0.21 -0.89 -3.64  -1.2174
46 P -0.80 -1.10 -2.18  0.8262
47 C -2.51 -1.11 -2.68  -1.0761
48 C -0.41 -2.72 -1.52  -0.9125
49 O -0.50 0.07 -1.24  -0.4865
50 H 0.07 -1.75 -4.31  0.4390
51 H 1.26 -0.84 -3.35  0.3235
52 H -0.06 0.02 -4.17  0.3621
53 H -2.67 -1.86 -3.46  0.4491
54 H -2.79 -0.13 -3.06  0.3347
55 H -3.15 -1.36 -1.83  0.2663
56 H -0.72 -3.47 -2.24  0.5194
57 H -0.94 -2.89 -0.58  0.2972
58 H 0.66 -2.81 -1.36  0.2191